[1]
ORCA calculation (wB97M-V/def2-TZVPD) on a molecular structure, C38H34N7OSbSe4Ti at a distorted geometry.

Computed properties:
- Gap between HOMO and LUMO (spin up / spin down): 0.19236 / 0.18091 hartree
- <S²>: 2.030
- Highest occupied orbital energy (spin up / spin down): -6.5049 / -6.6764 eV
- ΔE to the lowest compared entry with this formula, charge and spin: 170.1 kJ/mol
- Strongest force on any atom: 0.0651 Eh/bohr
- Lowest unoccupied orbital energy (spin up / spin down): -0.0467 / -0.0644 Ha
- Multiplicity: 3

```
86
C38H34N7OSbSe4Ti | the OMol25 dataset | wB97M-V/def2-TZVPD
Ti -1.840 0.980 0.011
N -2.701 2.979 2.404
C -4.040 3.015 2.058
C -4.985 3.467 2.964
C -6.336 3.543 2.636
C -6.763 3.214 1.376
C -5.849 2.731 0.425
C -6.237 2.440 -0.898
C -5.309 1.969 -1.792
C -4.024 1.700 -1.322
N -3.620 1.948 -0.086
C -4.480 2.551 0.784
H -2.507 3.510 3.247
H -2.072 3.273 1.657
H -4.648 3.792 3.937
H -7.034 3.904 3.376
H -7.793 3.336 1.081
H -7.260 2.615 -1.193
H -5.551 1.790 -2.829
H -3.275 1.277 -2.002
C 11.085 -3.067 -0.927
O 10.148 -2.823 -1.950
C 8.913 -2.387 -1.610
C 8.028 -2.209 -2.678
C 6.742 -1.780 -2.459
C 6.288 -1.508 -1.162
C 7.177 -1.684 -0.102
C 8.471 -2.116 -0.316
C 4.939 -1.045 -0.920
N 4.402 -0.746 0.246
C 3.122 -0.375 -0.012
C 2.874 -0.452 -1.387
N 4.044 -0.867 -1.942
C 1.628 -0.160 -1.989
C 1.388 -0.100 -3.358
C 0.096 0.177 -3.795
C -0.907 0.357 -2.866
N -0.715 0.328 -1.539
C 0.563 0.112 -1.084
C 0.801 0.240 0.309
N -0.255 0.637 1.087
C -0.027 0.982 2.358
C 1.218 0.888 2.948
C 2.291 0.393 2.213
C 2.097 0.067 0.877
H 11.974 -3.450 -1.426
H 10.713 -3.816 -0.221
H 11.333 -2.146 -0.390
H 8.385 -2.415 -3.674
H 6.098 -1.652 -3.317
H 6.835 -1.469 0.898
H 9.133 -2.234 0.527
H 4.214 -1.034 -2.920
H 2.191 -0.241 -4.063
H -0.128 0.255 -4.846
H -1.923 0.532 -3.216
H -0.888 1.378 2.899
H 1.351 1.210 3.968
H 3.276 0.298 2.640
C -0.840 -2.938 0.727
N -1.909 -3.324 -0.168
C -2.738 -4.371 0.388
C -2.658 -2.197 -0.720
C -3.474 -1.456 0.317
C -4.741 -1.961 0.608
C -5.460 -1.497 1.693
C -4.867 -0.585 2.549
C -3.626 -0.051 2.236
C -2.915 -0.418 1.085
H -0.351 -3.840 1.089
H -1.173 -2.354 1.602
H -0.096 -2.354 0.177
H -2.109 -5.239 0.583
H -3.488 -4.648 -0.351
H -3.245 -4.088 1.321
H -3.307 -2.600 -1.506
H -1.914 -1.550 -1.202
H -5.173 -2.708 -0.047
H -6.460 -1.861 1.880
H -5.391 -0.259 3.438
H -3.197 0.665 2.932
Se 2.068 5.798 -0.993
Sb -0.255 5.612 -0.255
Se -0.586 6.260 2.081
Se -1.819 6.806 -1.713
Se -0.924 3.049 -0.381
```

=====

[2]
ORCA calculation (wB97M-V/def2-TZVPD) on a molecular structure, C38H35CeGeN2S5 at a distorted geometry.

Computed properties:
- Gap between HOMO and LUMO (spin up / spin down): 0.18953 / 0.19162 hartree
- <S²>: 0.751
- Net charge: +4
- Highest occupied orbital energy (spin up / spin down): -17.2430 / -17.2428 eV
- Strongest force on any atom: 0.0925 Eh/bohr
- Lowest unoccupied orbital energy (spin up / spin down): -0.4441 / -0.4420 Ha
- Multiplicity: 2

```
82
C38H35CeGeN2S5 | the OMol25 dataset | wB97M-V/def2-TZVPD
Ce -0.789 0.982 -0.390
C -0.073 0.149 5.419
C -1.107 -0.142 4.292
S -0.561 -0.600 2.575
C -0.012 -2.343 2.444
C 1.249 -2.528 3.347
S 2.630 -1.508 2.944
C 3.419 -1.265 4.515
C 2.740 -0.425 5.675
S 1.479 0.823 5.067
H 0.061 -0.775 6.101
H -0.559 0.960 5.940
H -1.820 0.789 4.198
H -1.751 -0.958 4.535
H 0.009 -2.552 1.362
H -0.834 -2.953 2.756
H 1.586 -3.526 3.244
H 0.971 -2.367 4.401
H 4.388 -0.751 4.068
H 3.839 -2.117 5.015
H 3.507 0.117 6.195
H 2.253 -0.987 6.381
S -3.993 -2.951 2.652
C -5.208 -3.979 3.390
C -6.280 -4.105 2.585
C -6.113 -3.358 1.363
C -5.012 -2.543 1.334
C -4.532 -1.816 0.141
C -3.569 -0.845 0.392
N -2.987 -0.092 -0.566
C -3.318 -0.385 -1.870
C -4.273 -1.288 -2.225
C -4.638 -1.320 -3.683
C -3.932 -0.653 -4.615
C -2.882 0.223 -4.174
C -2.190 1.033 -5.102
C -1.315 1.969 -4.727
C -1.126 2.215 -3.389
N -1.753 1.396 -2.497
C -2.641 0.432 -2.819
C -0.351 2.674 -5.637
C -0.124 2.304 -6.931
C 0.923 2.978 -7.523
C 1.586 3.833 -6.688
S 0.801 3.829 -5.168
C -4.800 -2.090 -1.191
H -4.936 -4.504 4.247
H -7.160 -4.719 2.776
H -6.932 -3.138 0.653
H -3.308 -0.515 1.323
H -5.299 -2.117 -4.024
H -4.141 -0.621 -5.683
H -2.279 0.918 -6.179
H -0.666 3.142 -2.976
H -0.792 1.595 -7.440
H 1.036 3.005 -8.603
H 2.297 4.575 -6.922
H -5.604 -2.778 -1.469
Ge 2.599 0.758 2.020
C 1.981 0.498 0.123
C 2.068 1.619 -0.775
C 1.773 1.476 -2.158
C 1.434 0.197 -2.564
C 1.143 -0.855 -1.733
C 1.531 -0.730 -0.362
C 4.338 1.436 1.727
C 5.150 0.764 0.805
C 6.231 1.466 0.244
C 6.695 2.630 0.782
C 6.000 3.131 1.848
C 4.777 2.608 2.313
H 1.667 1.799 2.594
H 2.409 2.556 -0.368
H 1.801 2.380 -2.856
H 1.239 -0.039 -3.608
H 0.713 -1.758 -2.110
H 1.625 -1.646 0.215
H 4.866 -0.126 0.307
H 6.725 1.114 -0.730
H 7.582 3.058 0.235
H 6.334 4.089 2.244
H 4.204 3.247 2.971
```

=====

[3]
ORCA calculation (wB97M-V/def2-TZVPD) on a molecular structure, C38H35ClEuN2Si2 at a distorted geometry.

Computed properties:
- Gap between HOMO and LUMO (spin up / spin down): 0.10828 / 0.18158 hartree
- <S²>: 15.779
- Highest occupied orbital energy (spin up / spin down): -3.7708 / -5.7652 eV
- ΔE to the lowest compared entry with this formula, charge and spin: 153.2 kJ/mol
- Strongest force on any atom: 0.0541 Eh/bohr
- Lowest unoccupied orbital energy (spin up / spin down): -0.0303 / -0.0303 Ha
- Multiplicity: 8

```
79
C38H35ClEuN2Si2 | the OMol25 dataset | wB97M-V/def2-TZVPD
C -2.087 -0.324 3.846
C -2.847 -0.257 2.648
C -2.482 -1.368 1.840
H -3.595 0.491 2.416
C -1.491 -2.120 2.538
C -1.253 -1.469 3.784
H -0.580 -1.809 4.564
H -2.172 0.345 4.698
H -2.864 -1.586 0.853
H -0.970 -2.999 2.170
Eu -0.270 0.051 1.767
Si 3.147 1.659 -0.651
C 1.464 2.398 -0.889
C 1.442 3.729 -1.297
H 2.380 4.206 -1.609
C 0.234 4.458 -1.298
H 0.250 5.477 -1.672
C -0.935 3.897 -0.790
H -1.844 4.502 -0.695
C -0.935 2.536 -0.431
H -1.854 2.030 -0.100
C 0.222 1.771 -0.621
H 0.151 0.652 -0.724
C -0.718 -1.504 -1.155
C -2.076 -1.629 -1.555
H -2.690 -0.742 -1.790
C -2.558 -2.926 -1.752
H -3.528 -3.029 -2.217
C -1.835 -4.057 -1.374
H -2.244 -5.056 -1.570
C -0.598 -3.909 -0.728
H -0.015 -4.793 -0.437
C -0.065 -2.621 -0.543
H 0.898 -2.434 -0.047
H 3.211 0.194 -1.042
Si -0.059 -0.744 -2.692
C 0.085 -2.045 -4.115
C -0.640 -2.116 -5.343
H -1.314 -1.308 -5.660
C -0.509 -3.241 -6.180
H -1.064 -3.292 -7.120
C 0.352 -4.289 -5.857
H 0.458 -5.143 -6.522
C 1.149 -4.173 -4.722
H 1.889 -4.931 -4.507
C 1.030 -3.066 -3.876
H 1.687 -3.013 -3.002
C -0.615 0.848 -3.585
C -1.861 1.389 -3.922
H -2.774 0.835 -3.729
C -1.936 2.625 -4.578
H -2.891 3.077 -4.823
C -0.799 3.330 -4.974
H -0.847 4.319 -5.462
C 0.450 2.736 -4.725
H 1.364 3.250 -5.030
C 0.543 1.504 -4.070
H 1.545 1.070 -3.929
H 3.865 2.640 -1.370
Cl 3.217 1.670 1.527
N 1.943 -0.736 3.131
C 1.880 -0.419 4.521
C 2.458 -1.251 5.474
C 2.431 -0.886 6.829
C 1.856 0.319 7.212
C 1.240 1.198 6.273
C 0.649 2.441 6.594
C 0.072 3.185 5.585
C 0.049 2.696 4.262
N 0.581 1.510 3.902
C 1.218 0.800 4.893
H 2.499 -0.029 2.604
H 2.327 -1.662 2.963
H 2.980 -2.161 5.155
H 2.890 -1.531 7.578
H 1.879 0.647 8.254
H 0.662 2.768 7.634
H -0.420 4.136 5.799
H -0.408 3.286 3.461
```